(1)
ORCA calculation (ωB97M-V with the def2-TZVPD basis set) on a structure of composition C23H63BaF3N3O16S at a distorted geometry.

Last column: Mulliken charge in e.
Geometry (Å):
Ba (-1.81338, 4.07988, 1.60045)  1.8004
C (-1.34099, -0.72402, 0.17093)  0.3351
F (-1.28217, -0.90062, 1.48478)  -0.1687
F (-0.74214, -1.75047, -0.41544)  -0.1172
F (-2.60548, -0.64055, -0.22912)  -0.1561
S (-0.41884, 0.81514, -0.24629)  1.0027
O (-1.30382, 1.93568, 0.12582)  -0.5511
O (0.74812, 0.80990, 0.59868)  -0.8357
O (-0.15168, 0.73203, -1.63995)  -0.5820
C (2.42686, 1.46157, -4.49937)  -1.2427
C (1.80591, 2.78810, -4.00583)  0.8508
C (2.16416, 3.87011, -4.97211)  -0.9195
O (1.43614, 5.05561, -4.70721)  -0.3227
C (2.00782, 6.18285, -5.32372)  -0.7736
N (0.34930, 2.63140, -3.88932)  -0.5325
H (2.13611, 0.63193, -3.85509)  0.0043
H (3.51642, 1.50279, -4.56253)  0.4610
H (1.99004, 1.26500, -5.48170)  0.4565
H (2.18867, 2.95800, -2.99589)  0.0738
H (2.01594, 3.55003, -6.01248)  0.3421
H (3.24082, 4.07512, -4.84983)  0.3807
H (2.39681, 5.96590, -6.32625)  0.3254
H (2.81398, 6.58480, -4.70049)  0.2873
H (1.23156, 6.93349, -5.47068)  0.2457
H (-0.00252, 2.24555, -4.76589)  0.3444
H (0.19393, 1.85876, -3.24595)  0.1721
C (-3.24585, -0.62677, 3.99992)  -0.7943
C (-3.57104, -0.12575, 5.41228)  0.2853
C (-2.49116, -0.52365, 6.38265)  -0.9192
O (-1.23985, -0.18153, 5.84381)  -0.1601
C (-0.17594, -0.69374, 6.60538)  -0.6001
N (-3.63234, 1.36451, 5.29429)  -0.6967
H (-3.09813, -1.70868, 3.97145)  0.4301
H (-2.32714, -0.17859, 3.61175)  -0.1353
H (-4.01771, -0.33555, 3.28679)  0.1174
H (-4.53177, -0.57258, 5.66124)  0.4487
H (-2.54834, -1.60382, 6.58789)  0.4644
H (-2.64890, -0.03691, 7.35775)  0.3816
H (-0.32085, -1.74416, 6.87332)  0.3277
H (-0.07860, -0.13352, 7.54777)  0.3199
H (0.75243, -0.56966, 6.05628)  0.0400
H (-2.65760, 1.64803, 5.33668)  0.2756
H (-4.10425, 1.74559, 6.10742)  0.2663
C (6.79302, 2.39148, -0.39453)  -1.6001
C (5.27793, 2.39610, -0.30070)  0.9564
C (4.73823, 1.29944, 0.59390)  -0.2123
O (4.80704, 0.03782, -0.04578)  -0.4191
C (3.78563, -0.17719, -0.99603)  -0.8334
N (4.85202, 3.71935, 0.24660)  -0.7819
H (7.23699, 2.42477, 0.60225)  0.3484
H (7.16365, 3.23629, -0.97433)  0.4443
H (7.13832, 1.46489, -0.85794)  0.3138
H (4.84221, 2.32387, -1.30606)  -0.1082
H (3.70635, 1.55581, 0.86844)  -0.0872
H (5.36526, 1.23082, 1.48309)  0.3915
H (2.80408, 0.23407, -0.73995)  0.2845
H (3.69468, -1.26291, -1.05447)  0.2109
H (4.07775, 0.22590, -1.97105)  0.5007
H (3.84404, 3.78391, 0.09937)  0.2403
H (5.19123, 4.45682, -0.36666)  0.3055
C (3.01631, -4.95998, 0.53768)  -0.4123
C (4.36149, -4.40858, 0.93294)  -0.4652
O (4.20489, -3.62812, 2.12925)  -0.5533
O (2.26883, -3.85492, -0.01422)  -0.3020
H (2.53527, -5.27833, 1.46258)  0.3377
H (3.12381, -5.74127, -0.21845)  0.3195
H (4.74817, -3.82318, 0.09584)  0.2033
H (5.00817, -5.23951, 1.21262)  0.3809
H (3.72506, -2.85334, 1.80236)  0.2504
H (1.34769, -4.00366, 0.21439)  0.1909
C (-5.62317, -2.58488, -1.71706)  0.1913
C (-6.48807, -3.42618, -0.83397)  -0.4309
O (-7.19956, -2.62935, 0.09465)  -0.4650
O (-6.38581, -1.72536, -2.59258)  -0.5509
H (-4.92374, -3.16016, -2.32535)  0.3989
H (-5.10727, -1.82878, -1.12104)  -0.3121
H (-5.81334, -4.09029, -0.27242)  0.2615
H (-7.06187, -4.14522, -1.43021)  0.3840
H (-8.14200, -2.75882, -0.03520)  0.2846
H (-6.89540, -2.29279, -3.18113)  0.2924
C (0.67158, -2.30695, -3.40869)  0.3231
C (-0.05849, -3.52400, -3.91479)  -0.5845
O (-0.23864, -3.46394, -5.31012)  -0.5748
O (-0.19804, -1.19335, -3.67111)  -0.4855
H (1.58703, -2.17225, -3.99642)  0.1837
H (0.92101, -2.36290, -2.34834)  0.0969
H (-1.01863, -3.58614, -3.37276)  0.2137
H (0.42264, -4.45722, -3.61305)  0.3446
H (-0.51013, -2.55306, -5.47837)  0.3612
H (-0.07154, -0.49301, -3.02163)  0.2206
C (-6.20667, 0.86851, 0.88047)  -0.3472
C (-6.75809, 1.04809, -0.49717)  -0.4937
O (-6.53313, 2.37873, -1.00774)  -0.5355
O (-4.75042, 1.02078, 0.89422)  -0.3584
H (-6.41253, -0.09915, 1.34559)  0.2476
H (-6.57634, 1.59475, 1.60602)  0.3207
H (-7.84878, 0.99318, -0.48874)  0.3931
H (-6.45146, 0.32382, -1.25649)  0.2301
H (-5.58986, 2.49115, -1.15235)  0.3139
H (-4.44448, 0.77214, 0.01266)  0.2135
C (2.69199, -0.75019, 3.03464)  -0.2752
C (1.77512, 0.21438, 3.76262)  -0.2750
O (1.61999, 1.45111, 3.05568)  -0.6468
O (2.02152, -1.51477, 2.05354)  -0.3125
H (3.14489, -1.39288, 3.79924)  0.5590
H (3.60737, -0.27783, 2.64936)  0.1573
H (2.19066, 0.44105, 4.74369)  0.5381
H (0.78411, -0.24839, 3.81223)  -0.1518
H (1.46061, 1.14946, 2.14967)  0.3626
H (1.68627, -0.90081, 1.38913)  0.0715

Output
- LUMO: -5.51 eV
- HOMO: -10.85 eV
- Frontier orbital gap: 5.34 eV
- Net charge: +1



(2)
ORCA calculation (ωB97M-V with the def2-TZVPD basis set) on a cluster of 7 separate species, C23H63O23P5 in total at a distorted geometry.

Last column: Mulliken charge in e.
Geometry (Å):
C (-0.52699, -1.86072, -5.97504)  -0.9177
O (-1.25968, -1.59842, -4.78647)  0.1394
P (-1.56061, -0.06028, -4.41085)  0.5688
O (-1.91095, 0.86585, -5.55814)  -0.7759
O (-2.69506, -0.15491, -3.24024)  -0.3285
C (-2.86051, 0.87499, -2.22558)  -0.5922
O (-0.28926, 0.37632, -3.59734)  0.1348
C (1.00080, 0.57629, -4.25354)  -0.6562
H (0.34864, -2.37951, -5.58488)  0.3280
H (-0.09387, -1.06121, -6.57612)  0.3637
H (-1.13052, -2.37237, -6.72475)  0.2639
H (-2.41302, 0.40595, -1.34931)  0.1294
H (-3.92106, 0.83331, -1.97741)  0.3918
H (-2.48807, 1.86804, -2.47710)  0.3851
H (0.95494, 0.92885, -5.28392)  0.4193
H (1.69859, -0.24965, -4.11563)  0.2727
H (1.41010, 1.47707, -3.79619)  -0.0076
C (3.38108, 0.62881, 0.33909)  0.5467
O (4.64181, 0.23461, -0.13604)  -0.4175
P (4.72591, -1.17770, -0.97874)  0.9978
O (3.75611, -2.23378, -0.65795)  -0.5004
O (6.31648, -1.58440, -0.94651)  -0.4381
C (7.24700, -0.95764, -1.80275)  -0.6829
O (4.59487, -0.64296, -2.54609)  -0.2733
C (4.57701, -1.59371, -3.76051)  -0.6131
H (2.67795, 0.84327, -0.46571)  -0.1011
H (3.48765, 1.42294, 1.07808)  0.4001
H (2.83403, -0.14078, 0.88369)  -0.4435
H (7.79625, -1.56528, -2.52191)  0.3335
H (8.03229, -0.37303, -1.32352)  0.3166
H (6.82827, -0.19303, -2.45708)  0.2078
H (3.60620, -1.57502, -4.25578)  0.1443
H (4.78087, -2.60865, -3.41925)  0.3381
H (5.38331, -1.25008, -4.40851)  0.2907
C (-8.29291, -1.63296, 3.79041)  -0.6426
O (-7.12496, -1.20855, 3.15375)  -0.2971
P (-6.01171, -0.20100, 3.84121)  0.9909
O (-6.54517, 0.58526, 5.00638)  -0.7200
O (-5.46002, 0.73087, 2.62915)  -0.3254
C (-4.57432, 0.16050, 1.61987)  -0.5182
O (-4.76763, -1.12512, 4.28405)  -0.3242
C (-3.69489, -0.50581, 5.08724)  -0.5150
H (-8.28466, -2.71000, 3.95785)  0.2437
H (-9.01373, -1.40934, 3.00395)  0.2187
H (-8.41918, -1.14771, 4.75824)  0.3323
H (-4.32035, -0.88492, 1.79506)  0.3776
H (-3.67135, 0.76115, 1.51053)  0.0710
H (-5.14471, 0.11693, 0.69204)  0.3399
H (-3.62643, -1.10368, 5.99607)  0.3010
H (-3.97666, 0.50454, 5.38370)  0.4126
H (-2.78826, -0.47406, 4.48298)  0.0284
C (-1.81478, -4.76895, -4.23463)  -0.9617
O (-1.74140, -3.71324, -3.27648)  -0.0019
P (-1.64967, -4.18753, -1.74089)  0.3458
O (-0.72157, -5.29321, -1.42641)  -0.7378
O (-3.22907, -4.51267, -1.34050)  -0.3618
C (-3.51199, -4.83506, 0.11928)  -0.4802
O (-1.28611, -2.85016, -0.93837)  0.4784
C (-0.02224, -2.20268, -1.18448)  -0.5768
H (-0.84655, -4.90227, -4.71718)  0.3024
H (-2.73959, -4.67794, -4.80432)  0.2840
H (-1.89547, -5.75601, -3.77933)  0.4454
H (-3.49605, -5.87892, 0.43265)  0.2798
H (-4.46221, -4.38759, 0.41074)  0.2733
H (-2.73648, -4.35475, 0.71591)  0.1077
H (0.69697, -1.99946, -0.39103)  0.1008
H (-0.12477, -1.39779, -1.91231)  -0.0292
H (0.73427, -2.74836, -1.74842)  0.4195
C (4.06589, 6.94893, 1.77642)  -0.7143
O (4.10997, 6.44714, 0.46664)  -0.3503
P (3.17076, 5.21647, 0.14635)  0.9568
O (3.23009, 4.02717, 1.09503)  -0.5820
O (1.64967, 6.01563, 0.14039)  -0.1869
C (1.41146, 7.30717, -0.57091)  -0.7975
O (3.33519, 4.88998, -1.42287)  -0.4299
C (2.52849, 3.93024, -2.12105)  -0.1959
H (3.32696, 6.42550, 2.38313)  0.3302
H (3.75236, 7.98435, 1.64335)  0.2741
H (5.05636, 6.92131, 2.23064)  0.2609
H (1.44129, 7.01488, -1.62056)  0.2831
H (2.27933, 7.96281, -0.64174)  0.3240
H (0.44271, 7.79791, -0.47711)  0.3414
H (1.49137, 4.25031, -2.02095)  0.2860
H (2.66234, 2.94557, -1.67315)  -0.0829
H (2.93069, 3.96033, -3.13370)  0.3294
C (0.23078, 0.28069, 5.67646)  -0.4383
O (1.08088, -0.60847, 4.94141)  -0.4308
C (0.60211, -1.81151, 4.24879)  -0.1991
C (1.70691, -2.44756, 3.33149)  0.3180
O (1.26783, -3.66542, 2.71623)  -0.0303
C (1.95872, -4.29761, 1.66120)  -0.2054
H (0.74722, 0.80998, 6.47724)  0.2846
H (-0.53703, -0.35606, 6.11590)  0.2804
H (-0.07721, 1.10311, 5.03080)  0.0889
H (-0.26343, -1.49188, 3.66846)  0.1088
H (0.39878, -2.47431, 5.08989)  0.4470
H (2.71709, -2.52558, 3.73341)  0.4422
H (1.88582, -1.77747, 2.49061)  -0.4495
H (1.38719, -5.08841, 1.17530)  0.3100
H (2.94572, -4.75195, 1.74783)  0.3103
H (2.12801, -3.53315, 0.90289)  0.0936
C (-1.24394, 2.68625, 0.57630)  -0.5897
C (-1.12569, 2.25810, 1.97046)  -0.8523
C (-0.49090, 0.88336, 1.74965)  -0.0466
O (-0.36378, 0.63418, 0.35659)  -0.0792
C (-0.21718, 1.89732, -0.27965)  0.1809
H (-1.00523, 3.73903, 0.42543)  0.4213
H (-2.24389, 2.57023, 0.15828)  0.1794
H (-2.00718, 2.33027, 2.60755)  0.4050
H (-0.41308, 2.86385, 2.53023)  0.3978
H (-1.14962, 0.08146, 2.08304)  -0.1747
H (0.51682, 0.90616, 2.16449)  0.2594
H (-0.47324, 1.77045, -1.33152)  -0.0762
H (0.78569, 2.27657, -0.08337)  -0.0873

Output
- LUMO (alpha / beta): -2.35 / -8.65 eV
- HOMO (alpha / beta): -12.14 / -12.14 eV
- Frontier orbital gap (alpha / beta): 9.79 / 3.49 eV
- Net charge: +1
- Multiplicity: 2



DFT total energy values (in Ha) by entry order: -3005.1479, -4351.2973.